(1)
{
  "formula": "C4H10N2",
  "method": "ωB97M-V/def2-TZVPD",
  "homo_lumo_gap_ev": 10.368,
  "e_homo_ev": -9.37,
  "e_lumo_ev": 1.00,
  "smiles": "CCC/N=C\\N",
  "species": ["C", "C", "C", "N", "C", "N", "H", "H", "H", "H", "H", "H", "H", "H", "H", "H"],
  "xyz": [[-0.707, 1.995, -1.626], [-0.757, 1.201, -0.312], [-0.446, -0.293, -0.659], [1.765, -0.860, 1.075], [0.448, -1.325, 1.249], [-0.602, -1.063, 0.597], [0.282, 1.761, -2.050], [-1.408, 1.662, -2.394], [-0.818, 3.066, -1.487], [0.013, 1.463, 0.407], [-1.717, 1.116, 0.184], [0.564, -0.301, -1.118], [-1.189, -0.651, -1.379], [2.362, -1.484, 1.596], [1.866, -0.810, 0.063], [0.321, -1.783, 2.249]],
  "lowdin_charge": [-0.1147, -0.2423, -0.2607, 0.0730, -0.3201, 0.0135, 0.0695, 0.0700, 0.0625, 0.0979, 0.0983, 0.0920, 0.1080, 0.0752, 0.0654, 0.1127]
}


(2)
{
  "formula": "C10H14BN7O2Pd",
  "method": "ωB97M-V/def2-TZVPD",
  "homo_lumo_gap_ev": [8.771, 7.227],
  "multiplicity": 3,
  "e_homo_ev": [-8.20, -8.29],
  "e_lumo_ev": [0.57, -1.06],
  "species": ["H", "N", "B", "N", "C", "Pd", "H", "C", "H", "C", "H", "C", "H", "H", "H", "N", "N", "N", "N", "C", "C", "H", "H", "C", "C", "C", "C", "H", "H", "H", "H", "H", "O", "N", "O"],
  "xyz": [[0.834, 3.060, 1.709], [0.435, 1.662, 0.182], [0.101, 0.379, -1.990], [0.448, 1.687, -1.196], [0.830, 2.921, -1.600], [-0.125, -0.043, 1.250], [0.932, 3.143, -2.648], [1.047, 3.703, -0.454], [1.364, 4.725, -0.414], [0.784, 2.867, 0.646], [0.186, 0.531, -3.167], [-1.315, -1.593, 2.946], [-1.197, -1.767, 4.015], [-0.413, -1.936, 2.417], [-2.169, -2.113, 2.518], [-1.353, -0.033, -1.559], [1.079, -0.732, -1.466], [-1.619, -0.240, -0.212], [1.163, -0.973, -0.113], [-2.492, -0.224, -2.253], [1.960, -1.536, -2.096], [-2.501, -0.138, -3.327], [2.049, -1.480, -3.178], [-3.506, -0.547, -1.361], [2.607, -2.315, -1.142], [-2.922, -0.549, -0.084], [2.079, -1.931, 0.105], [-4.531, -0.758, -1.583], [3.373, -3.059, -1.302], [-3.359, -0.738, 0.884], [2.298, -2.252, 1.114], [-1.478, -0.512, 2.795], [2.424, 0.389, 4.391], [1.443, 0.083, 3.735], [1.544, 0.318, 2.435]],
  "lowdin_charge": [0.1138, -0.0735, -0.4518, -0.0147, -0.0579, 0.9824, 0.1180, -0.0539, 0.0865, -0.1106, 0.1115, -0.0735, 0.0459, 0.0109, 0.0263, -0.0103, -0.0144, -0.0718, -0.0633, -0.0687, -0.0690, 0.1224, 0.1253, -0.0637, -0.0593, -0.1220, -0.1032, 0.0884, 0.0928, 0.0995, 0.1130, -0.0009, -0.0792, -0.2472, -0.3277]
}


(3)
{
  "formula": "C36H30Cl5N2P2Pt",
  "method": "ωB97M-V/def2-TZVPD",
  "homo_lumo_gap_ev": 6.557,
  "charge": 3,
  "e_homo_ev": -16.30,
  "e_lumo_ev": -9.74,
  "species": ["Pt", "C", "C", "P", "C", "C", "C", "C", "C", "C", "C", "C", "C", "C", "C", "C", "C", "P", "C", "C", "C", "C", "C", "C", "C", "C", "C", "C", "C", "C", "H", "H", "H", "H", "H", "H", "H", "H", "H", "H", "H", "H", "H", "H", "H", "H", "H", "H", "H", "H", "H", "H", "H", "H", "H", "H", "Cl", "C", "C", "C", "Cl", "C", "Cl", "C", "Cl", "C", "Cl", "N", "C", "C", "N", "C", "H", "H", "H", "H"],
  "xyz": [[0.031, -0.453, -0.983], [1.933, 0.788, 2.435], [0.664, 0.040, 2.867], [0.694, -1.750, 2.736], [1.637, -2.540, 1.453], [3.013, -2.655, 1.699], [3.821, -3.276, 0.764], [3.265, -3.795, -0.402], [1.902, -3.698, -0.642], [1.082, -3.069, 0.280], [0.790, -2.601, 4.244], [0.533, -1.969, 5.477], [0.606, -2.706, 6.639], [0.910, -4.066, 6.585], [1.150, -4.701, 5.368], [1.089, -3.980, 4.195], [1.614, 1.775, 1.299], [1.528, 1.058, -0.381], [1.550, 2.423, -1.566], [2.162, 3.627, -1.210], [2.315, 4.634, -2.152], [1.874, 4.446, -3.452], [1.280, 3.244, -3.815], [1.117, 2.237, -2.880], [3.155, 0.276, -0.609], [3.342, -0.507, -1.744], [4.598, -0.975, -2.096], [5.696, -0.652, -1.313], [5.531, 0.145, -0.189], [4.273, 0.611, 0.163], [2.715, 0.096, 2.126], [2.335, 1.342, 3.282], [-0.152, 0.360, 2.224], [0.351, 0.264, 3.888], [3.446, -2.282, 2.621], [4.881, -3.374, 0.954], [3.898, -4.304, -1.117], [1.475, -4.139, -1.532], [0.012, -3.076, 0.135], [0.292, -0.918, 5.538], [0.426, -2.228, 7.591], [0.961, -4.637, 7.502], [1.383, -5.756, 5.342], [1.279, -4.470, 3.248], [2.405, 2.523, 1.249], [0.687, 2.323, 1.487], [2.534, 3.808, -0.213], [2.782, 5.565, -1.863], [1.992, 5.235, -4.182], [0.933, 3.096, -4.829], [0.633, 1.314, -3.171], [2.494, -0.711, -2.378], [4.728, -1.569, -2.992], [6.684, -0.996, -1.591], [6.390, 0.430, 0.404], [4.196, 1.280, 1.009], [-1.365, -2.003, 1.903], [-2.001, -0.421, 1.328], [-1.442, 0.229, 0.218], [-2.233, 1.302, -0.234], [-1.862, 2.114, -1.696], [-3.394, 1.727, 0.436], [-4.291, 3.047, -0.146], [-3.840, 1.077, 1.594], [-5.220, 1.617, 2.424], [-3.142, -0.041, 2.042], [-3.691, -0.886, 3.424], [0.053, -2.155, -4.999], [-1.232, -2.295, -4.550], [-1.226, -1.819, -3.280], [0.056, -1.395, -2.952], [0.799, -1.617, -4.026], [0.385, -2.405, -5.919], [-2.023, -2.702, -5.156], [-2.056, -1.742, -2.596], [1.843, -1.396, -4.156]],
  "lowdin_charge": [0.8666, -0.2211, -0.2632, 1.0149, -0.3739, -0.0716, -0.0266, -0.0218, -0.0486, -0.1420, -0.3471, -0.0417, -0.0175, 0.0170, -0.0159, -0.0458, -0.2814, 0.9281, -0.3595, -0.0638, -0.0371, -0.0279, -0.0462, -0.1510, -0.3281, -0.1086, -0.0526, -0.0370, -0.0380, -0.0745, 0.0732, 0.1361, 0.0432, 0.1044, 0.1288, 0.1310, 0.1310, 0.1231, 0.0564, 0.1095, 0.1325, 0.1364, 0.1321, 0.1189, 0.0817, 0.1146, 0.1001, 0.1243, 0.1257, 0.1206, 0.0633, 0.0422, 0.1198, 0.1255, 0.1243, 0.1065, 0.9251, -0.5613, -0.3679, -0.6856, 0.7836, -0.6833, 0.7982, -0.6997, 0.7971, -0.7019, 0.7649, 0.1067, -0.0343, -0.1284, -0.1095, -0.1593, 0.1825, 0.1403, 0.1099, 0.1332]
}


(4)
{
  "formula": "C5H10CoOP",
  "method": "ωB97M-V/def2-TZVPD",
  "homo_lumo_gap_ev": [4.797, 9.041],
  "multiplicity": 5,
  "e_homo_ev": [-4.03, -9.56],
  "e_lumo_ev": [0.77, -0.52],
  "species": ["C", "C", "C", "C", "C", "Co", "P", "H", "H", "H", "H", "H", "H", "H", "H", "O", "H", "H"],
  "xyz": [[0.473, -0.587, -1.735], [-0.739, 0.151, -2.171], [-0.661, 1.404, -1.685], [0.363, 1.586, -0.742], [1.322, 0.365, -0.894], [-0.427, 0.052, -0.250], [0.430, -1.944, 1.061], [0.176, -1.615, -1.825], [-1.676, -0.183, -2.647], [-1.283, 2.264, -1.965], [2.342, 0.466, -0.646], [0.350, 2.566, -0.268], [1.381, -1.864, 2.110], [0.679, -3.452, 0.996], [-0.233, -2.130, 2.365], [-0.757, 0.620, 2.536], [-1.629, 0.991, 2.956], [-0.112, 1.309, 2.804]],
  "lowdin_charge": [-0.2376, -0.2171, -0.2650, -0.2384, -0.1510, 0.3877, 0.6471, 0.0773, 0.1291, 0.1320, 0.0834, 0.1116, -0.1625, -0.1117, -0.1187, -0.1886, 0.0899, 0.0327]
}


(5)
{
  "formula": "C48H50ClN7P2RhSe2",
  "method": "ωB97M-V/def2-TZVPD",
  "homo_lumo_gap_ev": 6.529,
  "charge": 1,
  "e_homo_ev": -9.40,
  "e_lumo_ev": -2.87,
  "species": ["Rh", "C", "C", "C", "C", "C", "C", "C", "N", "C", "C", "C", "C", "C", "C", "C", "N", "C", "C", "C", "C", "H", "H", "H", "H", "H", "H", "H", "H", "H", "H", "H", "H", "H", "H", "H", "H", "H", "H", "H", "H", "H", "H", "H", "H", "Se", "P", "C", "C", "C", "C", "C", "C", "C", "C", "C", "C", "C", "C", "C", "C", "N", "N", "N", "P", "Se", "C", "C", "C", "C", "C", "C", "C", "C", "C", "C", "C", "C", "H", "H", "H", "H", "H", "H", "H", "H", "H", "H", "H", "H", "H", "H", "H", "H", "H", "H", "H", "H", "Cl", "C", "H", "H", "N", "C", "C", "C", "N", "H", "H", "H", "H"],
  "xyz": [[0.259, -1.372, 0.647], [-3.220, 4.114, 3.901], [-2.373, 3.157, 4.754], [-1.283, 3.950, 5.488], [-3.275, 2.489, 5.791], [-1.718, 2.143, 3.825], [-0.791, 2.558, 2.866], [-0.230, 1.632, 2.016], [-0.518, 0.332, 2.067], [-1.389, -0.092, 2.978], [-2.009, 0.787, 3.862], [-1.631, -1.559, 3.010], [-2.430, -2.155, 3.969], [-2.552, -3.540, 4.054], [-1.814, -4.280, 3.139], [-1.059, -3.629, 2.183], [-0.977, -2.300, 2.094], [-3.433, -4.167, 5.126], [-2.861, -3.801, 6.504], [-3.486, -5.689, 5.000], [-4.858, -3.609, 4.993], [-3.686, 4.864, 4.542], [-4.010, 3.576, 3.375], [-2.612, 4.636, 3.162], [-1.746, 4.654, 6.181], [-0.663, 4.526, 4.801], [-0.633, 3.287, 6.062], [-3.698, 3.253, 6.444], [-2.721, 1.788, 6.419], [-4.110, 1.962, 5.325], [-0.508, 3.598, 2.773], [0.474, 1.934, 1.248], [-2.717, 0.415, 4.584], [-2.957, -1.537, 4.680], [-1.828, -5.360, 3.137], [-0.502, -4.193, 1.450], [-1.845, -4.181, 6.621], [-3.480, -4.241, 7.287], [-2.842, -2.721, 6.661], [-2.505, -6.144, 5.144], [-3.878, -6.001, 4.030], [-4.147, -6.090, 5.767], [-4.894, -2.533, 5.162], [-5.504, -4.081, 5.734], [-5.269, -3.815, 4.003], [5.539, -1.478, -4.266], [3.723, -0.466, -4.143], [2.541, -1.001, -5.404], [2.888, -0.813, -6.743], [2.080, -1.314, -7.748], [0.934, -2.032, -7.427], [0.602, -2.247, -6.099], [1.402, -1.732, -5.089], [3.937, 1.334, -4.296], [4.812, 1.924, -3.381], [5.070, 3.283, -3.438], [4.466, 4.065, -4.416], [3.607, 3.483, -5.335], [3.344, 2.119, -5.278], [2.886, -0.657, -2.528], [1.689, -0.279, -1.919], [1.743, -0.783, -0.654], [2.879, -1.453, -0.513], [3.573, -1.376, -1.610], [0.183, 0.616, -2.238], [-1.280, -0.226, -0.857], [0.444, 2.375, -1.915], [-0.530, 3.108, -1.239], [-0.342, 4.462, -1.009], [0.817, 5.088, -1.444], [1.792, 4.359, -2.111], [1.610, 3.005, -2.348], [-0.404, 0.436, -3.928], [-1.366, -0.525, -4.235], [-1.800, -0.668, -5.543], [-1.272, 0.133, -6.544], [-0.318, 1.094, -6.238], [0.108, 1.256, -4.931], [3.813, -0.308, -6.995], [2.356, -1.166, -8.784], [0.311, -2.438, -8.213], [-0.278, -2.825, -5.844], [1.146, -1.923, -4.054], [5.305, 1.305, -2.639], [5.754, 3.730, -2.728], [4.678, 5.125, -4.470], [3.147, 4.087, -6.107], [2.673, 1.673, -6.001], [-1.436, 2.621, -0.901], [-1.106, 5.029, -0.492], [0.964, 6.144, -1.262], [2.701, 4.838, -2.448], [2.393, 2.445, -2.845], [-1.766, -1.162, -3.457], [-2.547, -1.414, -5.780], [-1.608, 0.014, -7.566], [0.089, 1.725, -7.017], [0.833, 2.024, -4.701], [-1.467, -3.644, -0.879], [0.158, -2.909, -0.711], [0.413, -2.549, -1.701], [0.848, -3.710, -0.445], [1.996, -2.490, 3.060], [3.069, -2.236, 3.828], [3.580, -1.028, 3.415], [2.745, -0.623, 2.368], [1.785, -1.513, 2.165], [1.395, -3.295, 3.071], [3.385, -2.923, 4.594], [4.441, -0.516, 3.805], [2.805, 0.253, 1.746]],
  "lowdin_charge": [0.7539, -0.0332, -0.5569, -0.0372, -0.0599, -0.1352, 0.0159, -0.1147, -0.0029, -0.1875, 0.0648, -0.1595, 0.0574, -0.1323, 0.0292, -0.1555, -0.0192, -0.5562, -0.0329, -0.0579, -0.0338, 0.0931, 0.0942, 0.0804, 0.0920, 0.0794, 0.0954, 0.0925, 0.0921, 0.0889, 0.1182, 0.1105, 0.0967, 0.1082, 0.1163, 0.0773, 0.0938, 0.0939, 0.0812, 0.0894, 0.0940, 0.0929, 0.0797, 0.0932, 0.0971, 0.3177, 0.4774, -0.3550, -0.1052, -0.0631, -0.0762, -0.0885, -0.0857, -0.3667, -0.1069, -0.0717, -0.0901, -0.0670, -0.1049, -0.3872, -0.4089, -0.2109, -0.0253, 0.0171, 0.7675, 0.5842, -0.3358, -0.1161, -0.0709, -0.0588, -0.0492, -0.0666, -0.3451, -0.1102, -0.0826, -0.0640, -0.0508, -0.0733, 0.1103, 0.1100, 0.1120, 0.1127, 0.0935, 0.1042, 0.1119, 0.1105, 0.1111, 0.0857, 0.0695, 0.1086, 0.1112, 0.0987, 0.0747, 0.0692, 0.1189, 0.1189, 0.1175, 0.0878, 0.4940, -0.7189, -0.0244, 0.0197, 0.0232, -0.0686, -0.0369, -0.1424, -0.0867, 0.1420, 0.1251, 0.1051, 0.1078]
}


(6)
{
  "formula": "CH4N2O3",
  "method": "ωB97M-V/def2-TZVPD",
  "homo_lumo_gap_ev": 10.220,
  "e_homo_ev": -10.09,
  "e_lumo_ev": 0.13,
  "smiles": "O=C(NO)NO",
  "species": ["C", "H", "H", "H", "H", "N", "N", "O", "O", "O"],
  "xyz": [[-0.543, 0.617, -0.131], [0.626, -1.731, -0.275], [-1.672, -0.393, -1.141], [0.449, 1.349, 1.527], [0.577, -1.214, 1.744], [-0.743, -0.642, -0.692], [0.544, 0.627, 0.778], [0.349, -1.337, -1.261], [-1.127, 1.630, -0.312], [1.361, -0.494, 1.363]],
  "lowdin_charge": [-0.5904, 0.1667, 0.1696, 0.1513, 0.1946, -0.0560, 0.0179, -0.0514, 0.1175, -0.1196]
}